A cluster of 11 separate species, C29H57F2N5O27S4 in total. Source: OMol25; level of theory: the ωB97M-V functional and the def2-TZVPD basis.

## Properties
- molar mass (Da) = 1074.05
- gap between HOMO and LUMO (alpha / beta) (eV) = 2.250 / 8.643
- expectation value of S² = 0.753
- total energy (Eh) = -5236.749093
- spin multiplicity = 2
- net charge = -1

CARTESIAN COORDINATES (ANGSTROEM)
C -1.169 2.936 6.571
C -1.958 2.063 5.573
O -3.199 1.948 5.722
N -1.289 1.599 4.475
C -1.865 0.586 3.547
H -0.082 2.929 6.490
H -1.365 2.373 7.482
H -1.544 3.959 6.537
H -0.295 1.777 4.496
H -1.543 0.716 2.514
H -2.944 0.623 3.697
H -1.662 -0.475 3.686
C -4.208 4.188 -2.851
C -3.613 2.943 -3.448
O -3.042 2.244 -2.633
N -3.705 2.572 -4.731
C -4.499 3.075 -5.781
H -5.160 4.131 -2.323
H -4.316 5.094 -3.447
H -3.504 4.522 -2.088
H -3.277 1.667 -4.863
H -4.815 2.152 -6.268
H -3.753 3.648 -6.331
H -5.417 3.648 -5.653
C 1.741 -0.682 3.298
C 3.187 -1.159 3.528
O 3.503 -2.214 2.994
N 4.044 -0.449 4.345
C 5.405 -0.718 4.675
H 1.458 -0.902 2.268
H 1.646 0.374 3.550
H 1.025 -1.218 3.921
H 3.779 0.306 4.961
H 5.909 0.248 4.633
H 5.899 -1.495 4.093
H 5.539 -0.959 5.730
C 4.009 3.421 3.027
C 5.423 2.938 3.129
O 6.050 2.899 4.177
N 6.091 2.481 2.012
C 5.563 1.953 0.858
H 3.417 2.978 2.226
H 3.840 4.496 2.963
H 3.561 3.226 4.002
H 7.055 2.257 2.210
H 4.628 2.392 0.511
H 5.484 0.881 1.036
H 6.311 2.246 0.120
C -4.943 -2.214 2.700
C -5.522 -1.242 1.653
O -6.379 -0.495 1.997
N -4.858 -1.210 0.471
C -4.934 -0.097 -0.471
H -4.114 -2.799 2.300
H -5.700 -2.988 2.828
H -4.725 -1.797 3.683
H -4.432 -2.031 0.064
H -4.040 0.013 -1.084
H -5.040 0.822 0.105
H -5.800 -0.139 -1.132
C -3.623 -4.956 -2.689
C -4.368 -3.919 -2.002
O -3.523 -2.892 -1.653
C -2.297 -3.265 -1.880
O -1.308 -2.587 -1.646
O -2.356 -4.539 -2.417
F -5.097 -4.396 -0.957
H -3.898 -4.803 -3.733
H -3.784 -5.989 -2.380
H -5.159 -3.572 -2.666
C -1.291 -1.496 -4.767
C -1.695 -2.358 -5.993
O -2.848 -1.691 -6.506
C -3.301 -0.778 -5.638
O -4.309 -0.054 -5.720
O -2.395 -0.558 -4.700
F -2.122 -3.554 -5.450
H -0.460 -0.847 -5.042
H -1.283 -1.809 -3.723
H -0.902 -2.594 -6.702
C -0.685 0.243 -0.498
C -0.099 0.837 -1.794
O 1.209 0.401 -1.740
S 1.855 0.073 -0.269
O 1.877 1.425 0.395
O 2.990 -0.778 -0.169
O 0.342 -0.638 0.022
H -1.638 -0.279 -0.584
H -0.856 1.096 0.158
H -0.042 1.916 -1.656
H -0.615 0.578 -2.719
C 6.555 -3.498 1.690
C 5.816 -2.769 0.594
O 6.523 -2.870 -0.668
S 8.119 -3.146 -0.380
O 8.927 -1.898 -0.428
O 8.604 -4.292 -1.192
O 7.907 -3.724 1.138
H 6.108 -4.453 1.965
H 6.746 -2.827 2.528
H 5.870 -1.709 0.845
H 4.778 -3.081 0.485
C 2.150 -2.595 -2.806
C 3.322 -1.692 -3.122
O 3.589 -2.014 -4.452
S 2.529 -3.121 -5.250
O 3.167 -4.431 -5.360
O 1.939 -2.512 -6.432
O 1.509 -3.000 -3.941
H 1.467 -1.944 -2.259
H 2.667 -3.407 -2.294
H 4.236 -1.875 -2.556
H 3.058 -0.642 -3.002
C -3.479 4.151 2.941
C -3.583 3.452 1.519
O -2.582 4.063 0.708
S -1.232 4.208 1.693
O -0.413 5.293 1.124
O -0.473 2.996 1.915
O -2.186 4.755 2.944
H -3.510 3.363 3.694
H -4.343 4.744 3.241
H -4.491 3.840 1.057
H -3.466 2.372 1.428

---

A structure of composition C29H57Li2O10. Source: OMol25; level of theory: the ωB97M-V functional and the def2-TZVPD basis.

## Properties
- molar mass (Da) = 579.65
- gap between HOMO and LUMO (eV) = 6.959
- total energy (Eh) = -1906.481136
- relative energy (zero: lowest compared OMol25 entry of this formula, charge and spin) (kJ/mol) = 34.02
- net charge = +1

CARTESIAN COORDINATES (ANGSTROEM)
Li -2.269 0.898 2.326
Li -3.714 -1.072 0.345
O 0.066 -0.179 -0.755
C -1.059 0.053 -0.053
O -0.930 0.729 1.003
O -2.138 -0.422 -0.506
H 0.750 0.102 -0.131
C 1.707 -3.074 3.699
C 1.348 -2.692 2.245
C -0.059 -2.123 2.430
O -0.662 -2.991 3.354
C 0.326 -3.213 4.374
H 2.308 -2.281 4.143
H 2.274 -4.001 3.749
H 1.206 -3.592 1.649
H 2.054 -1.985 1.812
H -0.590 -2.145 1.474
H -0.036 -1.092 2.820
H 0.156 -4.199 4.801
H 0.192 -2.476 5.175
C -0.651 1.006 -5.365
C 0.046 -0.293 -5.777
C 1.500 0.044 -5.417
O 1.436 0.933 -4.299
C 0.092 1.342 -4.084
H -1.729 0.876 -5.241
H -0.520 1.777 -6.126
H -0.051 -0.507 -6.843
H -0.315 -1.174 -5.243
H 1.948 0.560 -6.273
H 2.093 -0.830 -5.152
H 0.054 2.406 -3.850
H -0.321 0.752 -3.258
C -2.999 4.711 3.747
C -3.245 4.971 2.269
C -2.766 3.692 1.553
O -2.088 2.900 2.554
C -1.853 3.708 3.732
H -3.865 4.204 4.190
H -2.793 5.582 4.362
H -2.599 5.789 1.929
H -4.240 5.328 2.015
H -2.053 3.935 0.769
H -3.599 3.104 1.162
H -0.867 4.176 3.651
H -1.837 3.033 4.587
C -4.837 0.033 -2.843
C -6.102 0.447 -2.085
C -6.141 -0.524 -0.880
O -5.025 -1.415 -1.029
C -4.652 -1.415 -2.436
H -3.957 0.594 -2.526
H -4.938 0.178 -3.917
H -7.015 0.326 -2.662
H -6.052 1.489 -1.769
H -7.059 -1.121 -0.908
H -6.139 -0.073 0.119
H -5.251 -2.141 -2.989
H -3.618 -1.757 -2.466
C 1.528 -3.928 -3.387
C 1.055 -2.701 -2.584
C 0.617 -3.281 -1.231
O 0.415 -4.657 -1.426
C 1.374 -5.076 -2.389
H 2.566 -3.820 -3.696
H 0.902 -4.095 -4.260
H 0.207 -2.211 -3.063
H 1.849 -1.969 -2.473
H -0.322 -2.834 -0.892
H 1.331 -3.048 -0.429
H 1.007 -6.005 -2.831
H 2.301 -5.366 -1.875
C 3.881 1.166 -0.809
C 3.426 -0.275 -1.142
C 4.329 -1.153 -0.288
O 4.553 -0.394 0.900
C 4.688 0.966 0.501
H 2.979 1.745 -0.611
H 4.496 1.599 -1.587
H 3.579 -0.450 -2.209
H 2.393 -0.488 -0.892
H 5.297 -1.357 -0.763
H 3.866 -2.100 -0.011
H 5.754 1.149 0.301
H 4.393 1.632 1.310
C 2.265 0.968 3.790
C 2.513 2.082 4.805
C 3.305 3.078 3.959
O 2.972 2.809 2.592
C 1.988 1.775 2.541
H 1.515 0.233 4.092
H 3.188 0.397 3.629
H 2.955 1.661 5.707
H 1.539 2.481 5.111
H 4.379 2.978 4.119
H 2.996 4.111 4.131
H 2.000 1.231 1.598
H 0.997 2.257 2.611

---

A structure of composition C29H57Li3O10. Source: OMol25; level of theory: the ωB97M-V functional and the def2-TZVPD basis.

## Properties
- molar mass (Da) = 586.59
- gap between HOMO and LUMO (eV) = 6.613
- total energy (Eh) = -1913.132109
- relative energy (zero: lowest compared OMol25 entry of this formula, charge and spin) (kJ/mol) = 1597.21
- net charge = +2

CARTESIAN COORDINATES (ANGSTROEM)
Li 1.137 1.280 -2.440
Li 1.557 2.591 -0.365
Li -0.586 2.686 -1.219
O -0.192 -0.251 0.363
C 0.398 0.621 -0.445
O 1.070 0.252 -1.401
O 0.289 1.838 -0.185
H 0.150 -1.061 -0.023
C 0.862 0.250 -5.663
C 0.920 -1.079 -4.925
C 0.777 -0.620 -3.507
O 1.546 0.588 -3.445
C 1.443 1.299 -4.689
H -0.129 0.617 -5.929
H 1.473 0.276 -6.565
H 1.898 -1.558 -4.982
H 0.104 -1.763 -5.157
H 1.187 -1.332 -2.792
H -0.260 -0.343 -3.314
H 2.391 1.629 -5.114
H 0.840 2.206 -4.662
C 0.513 -1.086 3.638
C 0.976 0.189 2.944
C 2.037 -0.363 2.013
O 2.668 -1.375 2.776
C 1.807 -1.867 3.786
H -0.206 -1.561 2.970
H 0.126 -0.895 4.639
H 1.412 0.923 3.622
H 0.209 0.611 2.295
H 2.796 0.373 1.749
H 1.588 -0.780 1.111
H 2.262 -1.631 4.748
H 1.708 -2.952 3.744
C -3.848 0.821 -1.152
C -3.179 0.463 -2.502
C -1.732 1.000 -2.419
O -1.747 1.913 -1.306
C -2.732 1.425 -0.351
H -4.340 0.013 -0.610
H -4.668 1.531 -1.259
H -3.710 0.930 -3.331
H -3.175 -0.617 -2.645
H -1.323 1.440 -3.328
H -1.011 0.258 -2.075
H -3.130 2.320 0.128
H -2.365 0.735 0.408
C 1.776 -3.289 1.047
C 2.376 -3.467 -0.290
C 1.630 -2.443 -1.162
O 0.336 -2.428 -0.579
C 0.241 -3.068 0.672
H 2.251 -2.441 1.539
H 1.974 -4.095 1.753
H 2.207 -4.457 -0.714
H 3.454 -3.314 -0.248
H 1.735 -2.860 -2.164
H 1.948 -1.401 -1.125
H -0.233 -4.043 0.562
H -0.302 -2.552 1.464
C -3.663 -1.031 1.446
C -2.280 -1.553 1.122
C -2.360 -1.775 -0.380
O -3.738 -2.174 -0.587
C -4.553 -1.799 0.522
H -3.789 0.031 1.235
H -3.886 -1.263 2.488
H -2.076 -2.457 1.696
H -1.538 -0.783 1.333
H -1.630 -2.434 -0.851
H -2.180 -0.861 -0.946
H -4.940 -2.664 1.061
H -5.355 -1.150 0.170
C -2.888 1.849 2.011
C -3.118 2.338 3.401
C -1.753 2.863 3.875
O -0.912 1.833 3.382
C -1.432 1.389 2.092
H -2.871 2.675 1.301
H -3.629 1.105 1.718
H -3.467 1.497 3.998
H -3.789 3.181 3.566
H -1.629 3.009 4.948
H -1.477 3.835 3.467
H -1.380 0.300 2.097
H -0.919 1.861 1.254
C 4.697 0.794 0.092
C 5.035 2.246 0.048
C 3.772 2.874 0.535
O 2.711 2.004 0.146
C 3.268 0.822 -0.484
H 4.737 0.440 1.122
H 5.363 0.226 -0.557
H 5.299 2.640 -0.933
H 5.746 2.518 0.829
H 3.668 3.869 0.101
H 3.835 2.917 1.622
H 3.209 0.822 -1.572
H 2.702 -0.081 -0.257

---

A structure of composition C29H58AlCl42IN3O2. Source: OMol25; level of theory: the ωB97M-V functional and the def2-TZVPD basis.

## Properties
- molar mass (Da) = 2123.71
- gap between HOMO and LUMO (eV) = 7.592
- total energy (Eh) = -21322.668237
- net charge = -1

CARTESIAN COORDINATES (ANGSTROEM)
C -0.259 1.492 0.486
N -1.571 2.199 0.230
C -1.572 2.993 -1.058
C -2.772 1.290 0.365
O -3.986 1.904 0.405
C -2.767 -0.347 0.417
Al -2.789 -1.268 -1.428
I -2.569 -3.863 -0.923
C -1.104 -0.788 -2.512
C -1.352 -0.919 -4.159
C 0.022 -1.665 -4.741
N 1.273 -0.985 -4.231
N -4.436 -0.980 -2.393
C -4.407 0.231 -3.057
O -4.365 1.352 -3.793
H 0.204 1.189 -0.548
H -0.301 0.632 1.278
H 0.478 2.315 0.939
H -1.179 4.086 -0.803
H -2.660 3.141 -1.489
H -0.855 2.565 -1.886
H -3.789 -0.665 0.946
H -1.915 -0.820 1.079
H -0.836 0.343 -2.304
H -0.253 -1.535 -2.136
H -2.318 -1.567 -4.366
H -1.451 0.176 -4.560
H 0.012 -2.766 -4.321
H 0.031 -1.598 -5.911
H 1.565 -1.450 -3.343
H 1.080 0.039 -4.037
C -0.942 -5.586 2.476
Cl -0.199 -7.190 2.485
Cl 0.226 -4.346 2.005
H -1.771 -5.583 1.764
H -1.316 -5.362 3.478
C 2.869 -9.210 1.558
Cl 3.713 -9.606 0.056
Cl 2.159 -10.654 2.289
H 3.581 -8.769 2.260
H 2.073 -8.493 1.341
C -1.417 -4.673 6.644
Cl -2.709 -5.088 5.512
Cl -2.019 -4.622 8.306
H -0.628 -5.426 6.575
H -1.015 -3.692 6.381
C -1.707 6.869 -2.669
Cl -0.422 5.655 -2.685
Cl -1.528 7.967 -1.295
H -1.661 7.448 -3.595
H -2.673 6.364 -2.597
C -2.265 11.618 -1.720
Cl -2.530 11.434 -3.458
Cl -3.670 12.353 -0.937
H -2.087 10.634 -1.281
H -1.394 12.257 -1.559
C -3.286 -4.828 11.830
Cl -1.747 -4.150 12.375
Cl -4.639 -4.151 12.746
H -3.422 -4.595 10.771
H -3.268 -5.911 11.971
C 2.239 -5.474 5.186
Cl 2.557 -3.751 5.417
Cl 2.020 -6.294 6.737
H 1.331 -5.592 4.590
H 3.085 -5.925 4.662
C -4.729 -2.056 5.165
Cl -4.404 -1.783 6.881
Cl -3.332 -1.615 4.175
H -4.955 -3.113 5.009
H -5.585 -1.447 4.864
C 4.259 -4.513 2.146
Cl 4.139 -6.269 2.303
Cl 5.494 -3.860 3.229
H 4.523 -4.265 1.115
H 3.294 -4.066 2.397
C -5.672 -5.989 7.501
Cl -6.502 -6.262 5.964
Cl -6.756 -5.254 8.688
H -5.317 -6.947 7.889
H -4.823 -5.322 7.333
C -8.070 -4.206 2.852
Cl -6.347 -4.129 3.241
Cl -8.769 -5.747 3.363
H -8.588 -3.393 3.366
H -8.196 -4.099 1.772
C 7.458 -3.057 -0.280
Cl 5.720 -3.039 -0.601
Cl 8.360 -2.345 -1.623
H 7.658 -2.482 0.628
H 7.784 -4.090 -0.141
C -4.881 2.774 -6.523
Cl -5.739 4.304 -6.742
Cl -3.854 2.416 -7.917
H -4.257 2.841 -5.629
H -5.612 1.970 -6.404
C -7.365 2.392 -1.483
Cl -8.230 2.219 -3.015
Cl -8.291 1.696 -0.147
H -6.404 1.877 -1.556
H -7.200 3.454 -1.285
C -6.913 7.427 -8.295
Cl -8.651 7.444 -8.616
Cl -6.010 8.139 -9.638
H -6.713 8.001 -7.387
H -6.587 6.393 -8.156
C -0.078 13.506 -5.489
Cl 0.247 13.779 -3.773
Cl 1.318 13.947 -6.479
H -0.305 12.449 -5.644
H -0.934 14.115 -5.790
C 10.223 -1.670 -4.661
Cl 10.724 -0.039 -4.200
Cl 9.821 -1.750 -6.381
H 11.041 -2.365 -4.455
H 9.344 -1.952 -4.077
C 3.745 0.263 -6.532
Cl 5.449 -0.027 -6.904
Cl 3.572 1.282 -5.098
H 3.275 0.763 -7.383
H 3.253 -0.695 -6.349
C 9.712 -2.200 3.198
Cl 7.973 -2.182 2.877
Cl 10.614 -1.488 1.855
H 9.911 -1.625 4.105
H 10.037 -3.234 3.337
C 13.877 -3.959 2.387
Cl 12.191 -4.080 2.904
Cl 14.169 -4.928 0.937
H 14.108 -2.914 2.169
H 14.522 -4.320 3.192
C 2.035 11.353 -1.519
Cl 1.770 11.168 -3.257
Cl 0.630 12.087 -0.736
H 2.213 10.368 -1.080
H 2.906 11.992 -1.358

---

- Which of these has the highest molar mass?
  C29H58AlCl42IN3O2